1.
Density functional theory data (ωB97M-V/def2-TZVPD) for a structure of composition C17H25BN3O3PtS at a distorted geometry.

Summary:
charge	+3
gap between HOMO and LUMO	6.4284	eV
spin multiplicity	1
ΔE to the lowest compared entry with this formula, charge and spin	60.6	kJ/mol
HOMO level	-19.1	eV

```
51
C17H25BN3O3PtS ωB97M-V/def2-TZVPD
Pt -0.48 -1.38 0.11
C 3.28 -3.68 0.02
C 2.41 -2.58 0.52
O 1.25 -2.45 -0.01
N 2.81 -1.79 1.49
C 2.02 -0.68 1.97
C 0.82 -1.12 2.75
C 0.84 -1.35 4.11
C -0.32 -1.73 4.78
C -1.50 -1.86 4.07
C -1.49 -1.63 2.71
N -0.35 -1.30 2.08
H 2.94 -4.00 -0.97
H 3.21 -4.52 0.71
H 4.32 -3.35 -0.03
H 3.73 -1.97 1.89
H 1.72 -0.07 1.12
H 2.65 -0.03 2.59
H 1.76 -1.20 4.65
H -0.30 -1.91 5.85
H -2.43 -2.13 4.55
H -2.38 -1.71 2.10
S -3.92 -3.00 -2.28
C -4.37 -1.42 -1.79
C -3.40 -0.85 -1.05
N -2.31 -1.68 -0.84
C -2.47 -2.86 -1.45
H -5.32 -1.00 -2.09
H -3.40 0.14 -0.63
H -1.73 -3.65 -1.41
C -1.20 3.00 -2.98
C -0.70 2.60 -1.62
C -1.24 3.48 -0.52
O -1.31 1.18 -1.32
B -0.27 0.62 -0.74
O 0.96 1.07 -0.62
C 0.85 2.34 -1.55
C 1.62 3.44 -0.87
C 1.48 1.91 -2.85
H -2.29 3.10 -2.96
H -0.93 2.29 -3.75
H -0.79 3.97 -3.24
H -2.33 3.46 -0.54
H -0.93 4.51 -0.67
H -0.90 3.17 0.47
H 1.31 3.60 0.16
H 1.47 4.38 -1.42
H 2.69 3.22 -0.90
H 0.94 1.08 -3.32
H 2.51 1.61 -2.68
H 1.49 2.74 -3.56
```

***

2.
Density functional theory data (ωB97M-V/def2-TZVPD) for a structure of composition C35H33BrN4O6Pb.

Summary:
charge	+2
gap between HOMO and LUMO (spin up / spin down)	4.9876 / 5.9028	eV
spin multiplicity	1
ΔE to the lowest compared entry with this formula, charge and spin	104.7	kJ/mol
HOMO level (spin up / spin down)	-13.0 / -13.0	eV

```
80
C35H33BrN4O6Pb ωB97M-V/def2-TZVPD
Pb 2.50 -0.45 0.34
C -5.86 0.47 -0.09
O -4.44 0.41 -0.37
C -3.70 1.48 -0.45
C -4.12 2.80 -0.38
C -3.18 3.80 -0.49
C -1.79 3.52 -0.68
C -1.35 2.24 -0.75
C -2.29 1.18 -0.65
N -1.94 -0.10 -0.76
C -0.57 -0.50 -0.77
N -0.18 -1.03 -1.93
C 1.05 -1.57 -2.39
C 2.26 -1.60 -1.73
C 3.41 -2.12 -2.30
C 3.33 -2.63 -3.58
C 2.13 -2.61 -4.28
C 1.00 -2.07 -3.70
O -0.21 -1.97 -4.30
C -0.38 -2.61 -5.58
N 0.16 -0.29 0.28
C -0.53 -0.02 1.51
C -0.19 1.07 2.30
C -0.83 1.28 3.51
C -1.84 0.42 3.93
C -2.20 -0.66 3.13
C -1.54 -0.89 1.93
O -1.92 -1.90 1.09
C -1.86 -3.24 1.62
H -6.08 -0.37 0.56
H -6.40 0.36 -1.03
H -6.14 1.39 0.40
H -5.16 3.05 -0.26
H -3.51 4.83 -0.45
H -1.08 4.34 -0.78
H -0.30 2.02 -0.90
H -2.66 -0.81 -0.65
H -0.88 -1.03 -2.66
H 4.37 -2.09 -1.78
H 4.22 -3.03 -4.06
H 2.09 -3.00 -5.29
H 0.31 -2.19 -6.31
H -1.39 -2.40 -5.88
H -0.22 -3.68 -5.49
H 0.61 1.73 1.98
H -0.55 2.13 4.13
H -2.36 0.59 4.86
H -3.01 -1.32 3.43
H -2.51 -3.86 1.00
H -2.22 -3.27 2.65
H -0.84 -3.61 1.58
O 2.42 -0.21 3.00
C 1.91 -1.27 3.81
C 1.98 -2.61 3.10
C 1.77 -3.78 3.83
C 1.78 -4.99 3.16
C 2.00 -5.01 1.79
C 2.19 -3.81 1.14
N 2.18 -2.63 1.78
H 3.28 0.08 3.33
H 0.86 -1.04 4.02
H 2.43 -1.32 4.76
H 1.61 -3.73 4.90
H 1.64 -5.91 3.71
H 2.03 -5.94 1.24
H 2.38 -3.77 0.07
Br 1.50 8.15 -1.77
C 1.76 6.33 -1.36
C 2.26 5.48 -2.33
C 2.45 4.14 -2.02
C 2.16 3.67 -0.74
C 1.68 4.55 0.23
C 1.46 5.88 -0.08
C 2.37 2.23 -0.41
O 2.42 1.37 -1.33
O 2.43 1.89 0.82
H 2.48 5.86 -3.32
H 2.82 3.45 -2.76
H 1.47 4.18 1.23
H 1.08 6.57 0.66
```

***

3.
Density functional theory data (ωB97M-V/def2-TZVPD) for a structure of composition C8H19BBrCl4CsFI2N4NaO6 at a distorted geometry.

Summary:
gap between HOMO and LUMO	3.3513	eV
spin multiplicity	1
HOMO level	-5.8	eV

```
48
C8H19BBrCl4CsFI2N4NaO6 ωB97M-V/def2-TZVPD
C -0.06 -0.18 2.81
C -0.61 -0.92 1.59
I 0.47 -2.72 1.16
C -0.81 0.04 0.41
I -2.42 -0.71 -0.79
C 0.39 0.32 -0.51
B 0.31 1.84 -1.12
N 1.31 2.23 -2.11
O -0.63 2.73 -0.70
C 0.49 -0.63 -1.67
N 1.93 -0.87 -1.93
C 2.56 -0.55 -0.69
N 3.75 -0.97 -0.24
N 1.78 0.28 0.04
H 0.60 -0.78 3.41
H 0.51 0.69 2.48
H -0.88 0.23 3.39
H -1.60 -1.26 1.87
H -1.19 0.95 0.84
H 0.93 3.02 -2.63
H 2.07 2.67 -1.57
H -1.55 2.48 -0.88
H 0.00 -0.31 -2.58
H 0.09 -1.62 -1.48
H 2.04 -1.87 -2.11
H 4.16 -1.92 -0.38
H 4.30 -0.33 0.32
H 1.89 -0.04 1.00
C -6.36 0.53 1.26
O -6.36 0.27 -0.14
H -7.31 0.16 1.65
H -5.55 0.00 1.76
H -6.28 1.60 1.47
H -5.52 0.59 -0.49
O 2.62 3.92 3.38
Cl 2.40 2.56 3.85
O 2.52 1.63 2.77
O 1.03 2.50 4.39
O 3.32 2.26 4.89
Cs 4.44 0.33 -1.78
F 5.86 -3.57 -1.19
Na 1.08 4.38 5.62
C -0.32 -3.06 -4.47
Cl -0.32 -1.31 -4.85
Cl 1.36 -3.58 -4.09
Cl -1.45 -3.46 -3.20
H -0.63 -3.57 -5.37
Br -4.35 -3.97 -3.39
```

***

4.
Density functional theory data (ωB97M-V/def2-TZVPD) for a cluster of 2 separate species, C5H13NO in total at a distorted geometry.

Summary:
structure (SMILES)	C[C@@H]1CCCN1.O
gap between HOMO and LUMO	9.5135	eV
spin multiplicity	1
ΔE to the lowest compared entry with this formula, charge and spin	90.1	kJ/mol
HOMO level	-8.5	eV

```
20
C5H13NO ωB97M-V/def2-TZVPD
C 0.78 0.97 1.05
C 0.54 -0.37 0.33
C -0.97 -0.61 0.16
C -1.36 -1.22 1.50
C -0.19 -2.13 1.79
N 0.97 -1.56 1.04
H 1.13 1.75 0.39
H 1.60 0.84 1.77
H -0.06 1.31 1.63
H 0.96 -0.32 -0.67
H -1.41 0.34 -0.13
H -1.14 -1.33 -0.65
H -1.39 -0.43 2.26
H -2.30 -1.75 1.49
H -0.34 -3.15 1.45
H 0.05 -2.24 2.86
H 1.76 -1.34 1.63
O 0.72 3.85 -5.70
H 0.67 3.02 -6.20
H -0.03 4.39 -6.01
```

***

5.
Density functional theory data (ωB97M-V/def2-TZVPD) for a structure of composition C22H25FeN2O3 at a distorted geometry.

Summary:
gap between HOMO and LUMO (spin up / spin down)	8.6362 / 6.3053	eV
spin multiplicity	6
HOMO level (spin up / spin down)	-8.1 / -8.0	eV

```
53
C22H25FeN2O3 ωB97M-V/def2-TZVPD
C 2.01 0.04 2.88
C 2.22 -0.69 1.67
C 1.92 0.16 0.57
H 2.58 -1.72 1.58
C 1.54 1.45 1.10
C 1.59 1.36 2.53
H 1.39 2.35 0.52
C -1.09 -1.73 3.44
C -0.13 -2.63 2.93
C -0.24 -2.68 1.51
H 0.54 -3.24 3.53
C -1.30 -1.81 1.11
C -1.86 -1.22 2.34
H 2.08 -0.07 -0.48
H 1.46 2.20 3.22
H 2.20 -0.32 3.89
H -2.81 -0.68 2.38
H 0.32 -3.32 0.82
H -1.32 -1.53 4.48
Fe -0.22 0.11 1.61
C -1.84 -1.53 -0.27
C -3.36 -1.71 -0.19
C -1.25 -2.45 -1.33
H -3.57 -2.75 0.11
H -3.83 -1.53 -1.16
H -3.82 -1.04 0.55
H -1.43 -3.50 -1.06
H -0.16 -2.31 -1.43
H -1.72 -2.24 -2.29
C -1.37 -0.07 -0.60
C -2.16 0.78 -1.57
H -0.33 -0.08 -0.95
H -1.48 0.59 0.32
O -3.39 0.76 -1.53
N -1.44 1.63 -2.39
C -0.28 2.41 -1.90
H -2.06 2.19 -2.98
C 1.03 1.84 -2.37
C 2.22 2.50 -2.02
H 2.16 3.45 -1.48
C 3.46 1.95 -2.36
H 4.38 2.46 -2.06
C 3.51 0.74 -3.08
H 4.48 0.30 -3.32
C 2.33 0.12 -3.48
H 2.35 -0.80 -4.07
C 1.09 0.68 -3.14
H 0.15 0.22 -3.48
H -0.29 2.48 -0.80
H -0.39 3.44 -2.28
O -1.29 2.16 4.70
N -1.48 1.43 3.73
O -1.14 1.84 2.55
```

***

6.
Density functional theory data (ωB97M-V/def2-TZVPD) for a cluster of 2 separate species, CCl2NOP in total at a distorted geometry.

Summary:
gap between HOMO and LUMO (spin up / spin down)	7.2502 / 7.0615	eV
spin multiplicity	1
ΔE to the lowest compared entry with this formula, charge and spin	275.8	kJ/mol
HOMO level (spin up / spin down)	-10.9 / -10.8	eV

```
6
CCl2NOP ωB97M-V/def2-TZVPD
C 1.04 -0.76 0.43
N 1.67 -1.56 0.96
O 0.21 0.67 -1.80
P -0.06 0.52 -0.38
Cl -0.22 2.14 0.76
Cl -2.64 -1.01 0.04
```

***

7.
Density functional theory data (ωB97M-V/def2-TZVPD) for a structure of composition C6H8LiNdO6 at a distorted geometry.

Summary:
charge	+2
gap between HOMO and LUMO (spin up / spin down)	8.2598 / 9.1543	eV
spin multiplicity	4
ΔE to the lowest compared entry with this formula, charge and spin	0.0	kJ/mol
HOMO level (spin up / spin down)	-17.1 / -17.1	eV

```
22
C6H8LiNdO6 ωB97M-V/def2-TZVPD
Nd -0.39 -1.57 2.36
O 0.71 -2.11 0.58
O -0.22 -1.76 -1.37
C -3.17 -0.10 1.43
C -2.63 -1.40 1.96
O 1.68 -0.68 -0.83
C 0.81 -1.50 -0.52
H -4.23 -0.12 1.13
H -3.02 0.73 2.12
H -3.07 -2.25 1.41
H -3.00 -1.48 3.00
Li 1.22 1.08 -0.25
O -0.49 0.57 1.04
O -2.54 0.32 0.15
C -0.38 -1.01 -2.55
C -1.29 0.18 -2.33
O -0.82 0.92 -1.10
C -1.30 0.61 0.09
H -0.76 -1.66 -3.34
H -1.28 0.87 -3.19
H -2.32 -0.12 -2.14
H 0.53 -0.44 -2.92
```